1.
The following is a DFT calculation (ωB97M-V with the def2-TZVPD basis set) of a structure of composition C48H54HgN3O2P2SSi.

2S+1 ... 2
Total energy ... -100684.75157 eV
Net charge ... -2
Highest occupied orbital energy (alpha / beta) ... 0.6 / -1.7 eV
Expectation value of S² ... 0.783
Strongest force on any atom ... 0.6 eV/A
Gap between HOMO and LUMO (alpha / beta) ... 0.118 / 0.203 Ha

Each line ends with the Löwdin charge.
Positions of all 112 atoms, in Å:
Hg (0.538, 0.947, 1.227)  1.185
S (-1.222, -1.022, -7.363)  0.780
P (-0.624, -0.971, -1.662)  1.041
P (-1.268, 1.781, -2.092)  1.044
Si (-1.874, 2.583, 2.924)  0.373
O (-2.937, 0.033, 0.513)  -0.106
O (2.299, 1.430, -0.807)  -0.241
N (-0.969, -1.784, 1.719)  0.027
N (-1.241, 0.203, -2.789)  -0.454
N (1.833, -0.723, 1.357)  -0.232
C (3.549, 1.139, -0.654)  -0.448
C (5.892, 1.467, -1.368)  -0.173
C (-6.134, -1.309, 1.531)  -0.144
C (1.953, -3.144, -4.141)  -0.118
C (-4.124, 1.779, -2.659)  -0.095
C (-1.531, -3.644, -1.550)  -0.117
C (-5.193, -0.478, 0.982)  -0.048
C (6.323, 0.472, -0.493)  -0.184
C (3.181, -0.680, 1.121)  -0.178
C (-3.850, -4.288, -1.602)  -0.107
C (0.775, -2.705, -3.555)  -0.137
C (0.925, 2.626, -3.510)  -0.085
C (3.215, -1.603, -2.790)  -0.050
C (-3.144, 3.705, -1.643)  -0.123
C (3.998, 0.104, 0.273)  -0.198
C (2.032, -1.175, -2.197)  -0.079
C (0.239, -2.575, 1.803)  -0.262
C (3.173, -2.590, -3.762)  -0.100
C (-3.420, -1.932, 1.791)  -0.161
C (-3.220, -1.991, -1.923)  -0.096
C (0.541, -0.990, -6.962)  -0.413
C (-2.231, 0.434, -5.128)  -0.249
C (-1.808, 0.515, -6.591)  -0.502
C (4.532, 1.778, -1.432)  -0.075
C (-3.613, 2.957, 2.320)  -0.183
C (-1.118, 3.537, -4.390)  -0.108
C (-3.772, -0.732, 1.062)  -0.442
C (-0.467, 2.739, -3.451)  -0.345
C (0.976, 4.033, -5.466)  -0.113
C (-4.417, -2.760, 2.316)  -0.099
C (-0.402, 4.183, -5.391)  -0.108
C (-1.438, 3.944, 4.177)  -0.212
C (1.437, -1.770, 2.275)  -0.309
C (-4.386, 4.315, -1.580)  -0.099
C (-5.374, 2.381, -2.591)  -0.092
C (-0.644, 2.652, 1.536)  -0.444
C (-1.871, -2.312, -1.798)  -0.344
C (-1.092, -0.028, -4.232)  -0.279
C (-5.510, 3.654, -2.059)  -0.110
C (5.395, -0.179, 0.299)  -0.111
C (-4.202, -2.967, -1.831)  -0.084
C (-2.054, -2.410, 1.931)  -0.159
C (1.636, 3.257, -4.521)  -0.081
C (-2.510, -4.623, -1.456)  -0.101
C (-2.986, 2.435, -2.204)  -0.362
C (-5.765, -2.480, 2.214)  -0.158
C (-1.883, 0.973, 3.883)  -0.194
C (0.801, -1.708, -2.576)  -0.342
H (-2.641, 0.983, 4.673)  0.024
H (-2.194, 3.656, -4.342)  0.097
H (-4.044, 0.778, -3.055)  0.075
H (0.103, -3.443, 2.472)  0.100
H (0.048, 3.488, 1.679)  -0.026
H (-7.187, -1.058, 1.428)  0.082
H (-3.885, 2.241, 1.540)  0.008
H (-4.481, 5.296, -1.129)  0.095
H (-2.084, 0.138, 3.208)  -0.002
H (-5.245, -2.681, -1.891)  0.099
H (-4.100, -3.672, 2.818)  0.092
H (2.714, 3.153, -4.558)  0.098
H (-2.559, 1.431, -4.839)  0.076
H (-1.154, 2.802, 0.583)  -0.078
H (-0.168, 0.453, -4.575)  0.104
H (-6.247, 1.840, -2.937)  0.096
H (0.740, -1.260, -5.928)  0.004
H (-3.504, -0.952, -2.036)  0.074
H (1.535, 4.531, -6.249)  0.089
H (-2.223, -5.649, -1.257)  0.092
H (-2.653, 0.831, -7.205)  0.063
H (0.955, -0.004, -7.170)  0.037
H (-0.491, -3.920, -1.421)  0.096
H (-3.669, 3.967, 1.902)  0.017
H (6.601, 1.994, -1.998)  0.067
H (-6.487, 4.118, -1.992)  0.090
H (-2.139, 3.954, 5.017)  0.013
H (-0.432, 3.795, 4.581)  0.017
H (-1.461, 4.929, 3.703)  0.014
H (3.741, -1.452, 1.654)  0.081
H (1.920, -3.920, -4.898)  0.092
H (-0.924, 4.799, -6.114)  0.091
H (-4.341, 2.884, 3.133)  0.022
H (2.269, -2.476, 2.398)  0.094
H (-2.278, 4.212, -1.229)  0.103
H (5.734, -0.955, 0.981)  0.084
H (-5.490, 0.416, 0.446)  0.090
H (-0.168, -3.148, -3.854)  0.100
H (2.053, -0.411, -1.430)  0.047
H (-6.510, -3.143, 2.639)  0.068
H (-0.961, -1.097, -4.388)  0.081
H (7.374, 0.209, -0.427)  0.068
H (1.204, -1.367, 3.274)  0.098
H (0.478, -2.957, 0.802)  0.101
H (4.090, -2.938, -4.225)  0.090
H (1.449, 2.066, -2.737)  0.080
H (-1.021, 1.265, -6.712)  0.071
H (1.024, -1.718, -7.613)  0.024
H (-2.001, -3.467, 2.260)  0.107
H (-3.086, -0.240, -5.020)  0.110
H (4.179, 2.548, -2.110)  0.084
H (4.152, -1.163, -2.470)  0.102
H (-0.906, 0.798, 4.345)  0.019
H (-4.616, -5.049, -1.509)  0.089

---

2.
The following is a DFT calculation (ωB97M-V with the def2-TZVPD basis set) of a cluster of 3 separate species, C48H54N3O4 in total in a non-equilibrium geometry.

Total energy ... -63294.60089 eV
Net charge ... +1
Highest occupied orbital energy ... -9.8 eV
Strongest force on any atom ... 7.0 eV/A
Gap between HOMO and LUMO ... 0.246 Ha

Each line ends with the Löwdin charge.
Positions of all 109 atoms, in Å:
O (9.082, -2.501, 3.802)  0.104
O (6.285, 1.076, 6.612)  0.107
O (-10.874, 1.980, 1.278)  0.103
O (-6.562, -0.517, -0.639)  0.076
N (0.363, -2.158, -1.238)  -0.094
N (-3.060, 2.798, -1.724)  -0.210
N (2.045, -2.314, 1.193)  0.064
C (-6.291, 3.598, 0.097)  -0.050
C (-0.247, -2.476, 0.110)  -0.180
C (4.901, -2.721, 3.665)  -0.091
C (-11.126, -0.746, 0.712)  0.011
C (-0.986, 0.299, -4.032)  -0.201
C (-7.517, 1.508, 0.069)  -0.083
C (-2.348, 3.992, -1.117)  -0.037
C (3.303, 0.226, -0.376)  -0.204
C (-8.824, -0.674, -0.030)  -0.089
C (2.715, 0.955, -4.426)  -0.188
C (-6.332, 2.225, -0.149)  0.004
C (-3.766, 2.919, -3.066)  -0.166
C (2.774, -2.482, -0.157)  -0.224
C (9.072, 1.199, 6.807)  0.012
C (4.171, -1.812, 4.431)  -0.079
C (0.809, -3.226, 1.122)  -0.116
C (8.403, 0.242, 6.032)  -0.087
C (6.234, -0.795, 5.194)  -0.074
C (-8.607, 3.543, 0.792)  0.010
C (2.805, 0.210, -2.968)  -0.243
C (-2.497, 0.880, -4.435)  -0.191
C (-0.458, -0.659, -5.255)  -0.214
C (3.593, 1.050, -1.802)  -0.189
C (-1.737, 3.330, 0.268)  -0.077
C (11.193, 0.217, 6.191)  -0.046
C (10.529, -0.726, 5.404)  0.012
C (-10.082, -2.739, -0.171)  -0.057
C (8.440, -1.700, 4.471)  -0.275
C (6.296, -2.675, 3.670)  0.010
C (-8.896, -2.030, -0.371)  0.002
C (0.764, -0.005, -6.135)  -0.221
C (6.964, -1.717, 4.444)  -0.075
C (9.132, -0.709, 5.320)  -0.089
C (10.465, 1.184, 6.884)  -0.046
C (2.262, -0.237, -5.509)  -0.209
C (-7.560, 0.063, -0.228)  -0.279
C (-7.429, 4.258, 0.560)  -0.051
C (-2.618, 2.499, -4.207)  -0.170
C (-9.893, 1.414, 0.812)  -0.277
C (-3.057, 1.440, -1.047)  -0.063
C (6.926, 0.238, 5.990)  -0.275
C (3.890, -1.305, -0.431)  -0.147
C (-8.649, 2.164, 0.551)  -0.085
C (-11.193, -2.099, 0.378)  -0.053
C (-9.942, -0.029, 0.496)  -0.084
C (1.745, -2.751, -1.415)  -0.161
C (4.834, -0.847, 5.191)  0.013
C (-2.169, 1.746, 0.296)  -0.088
H (3.084, -1.854, 4.434)  0.097
H (8.510, 1.953, 7.355)  0.124
H (-5.372, 4.153, -0.077)  0.099
H (4.256, -0.139, 5.783)  0.126
H (3.876, 0.836, 0.463)  0.118
H (3.773, 1.386, -4.765)  0.125
H (-4.674, 2.174, -3.052)  0.127
H (-5.441, 1.717, -0.515)  0.073
H (0.619, 1.147, -6.349)  0.121
H (1.884, 1.804, -4.376)  0.110
H (-0.196, 1.153, -3.867)  0.089
H (1.768, -1.315, 1.377)  0.178
H (4.385, -3.468, 3.067)  0.089
H (-4.146, 4.019, -3.222)  0.129
H (3.053, -0.219, -6.380)  0.110
H (-11.999, -0.252, 1.135)  0.124
H (1.591, -3.934, -1.460)  0.131
H (2.148, 0.294, -0.126)  0.112
H (-2.238, 5.094, -1.530)  0.121
H (-1.076, 3.838, 1.094)  0.072
H (-0.029, -1.656, -4.767)  0.100
H (4.759, 0.986, -1.957)  0.122
H (-10.138, -3.791, -0.443)  0.108
H (-8.031, -2.537, -0.795)  0.118
H (-2.778, 0.664, -5.565)  0.113
H (-1.337, -0.917, -5.998)  0.109
H (12.278, 0.198, 6.261)  0.113
H (-1.001, -0.328, -3.021)  0.091
H (-1.263, -3.075, 0.059)  0.147
H (2.352, -1.310, -4.993)  0.102
H (1.084, -4.335, 0.792)  0.159
H (2.655, -2.721, 1.937)  0.140
H (3.395, -3.493, -0.030)  0.173
H (-1.584, 2.847, -3.722)  0.109
H (-3.570, 0.430, -1.411)  0.127
H (-7.400, 5.330, 0.742)  0.110
H (-1.942, 0.887, 1.059)  0.054
H (0.266, -3.336, 2.168)  0.154
H (3.304, 2.182, -1.740)  0.124
H (-0.526, -1.425, 0.601)  0.123
H (4.533, -1.509, -1.416)  0.140
H (10.983, 1.925, 7.489)  0.113
H (11.105, -1.474, 4.862)  0.124
H (4.681, -1.396, 0.458)  0.121
H (-9.490, 4.066, 1.156)  0.124
H (1.750, -0.076, -2.548)  0.102
H (-12.114, -2.654, 0.542)  0.110
H (-0.241, -2.682, -1.936)  0.125
H (-2.758, 3.127, -5.188)  0.113
H (2.203, -2.469, -2.474)  0.130
H (0.740, -0.530, -7.206)  0.116
H (3.424, -0.795, -3.151)  0.096
H (-3.248, 0.266, -3.741)  0.103
H (6.860, -3.391, 3.074)  0.125